ORCA calculation (ωB97M-V/def2-TZVPD) on a molecular structure, C36H32F9MgN7O4PS.

XYZ file:
```
91
C36H32F9MgN7O4PS ωB97M-V/def2-TZVPD
Mg -2.21 -0.83 -0.12
C 3.55 -1.82 3.10
C 2.10 -2.19 3.39
N 1.45 -2.78 2.24
C 0.16 -2.55 1.85
S -0.45 -3.57 0.62
N -0.45 -1.55 2.49
N -1.68 -1.22 2.01
C -2.49 -0.68 2.86
C -2.15 -0.47 4.31
C -3.79 -0.20 2.36
C -4.69 0.48 3.18
C -5.90 0.91 2.65
C -6.19 0.65 1.32
C -5.24 -0.02 0.57
N -4.09 -0.43 1.07
H 4.04 -1.43 4.00
H 4.12 -2.69 2.76
H 3.61 -1.05 2.33
H 2.08 -2.89 4.24
H 1.53 -1.32 3.69
H 1.82 -3.63 1.87
H -1.28 -1.06 4.56
H -1.94 0.58 4.50
H -2.99 -0.77 4.95
H -4.44 0.69 4.21
H -6.60 1.45 3.27
H -7.12 0.97 0.86
H -5.39 -0.21 -0.49
N -3.34 -2.76 -0.75
N -3.10 -2.94 -2.14
C -1.96 -2.26 -2.65
O -1.54 -2.63 -3.75
O -1.49 -1.34 -1.91
H -2.80 -3.40 -0.18
H -4.33 -2.86 -0.56
H -3.14 -3.89 -2.46
O -1.08 2.08 1.41
C -1.80 2.26 0.42
C -2.27 3.63 -0.05
C -3.11 3.32 -1.28
C -3.17 1.80 -1.29
O -3.93 1.13 -1.98
N -2.29 1.28 -0.38
H -1.40 4.26 -0.23
H -2.84 4.10 0.76
H -2.65 3.65 -2.21
H -4.13 3.73 -1.25
F 4.11 3.20 4.25
C 4.62 3.01 3.02
F 5.81 2.40 3.18
F 4.89 4.23 2.51
C 3.70 2.23 2.13
C 4.10 1.99 0.81
C 3.28 1.27 -0.03
C 2.06 0.76 0.43
C 1.68 1.01 1.74
C 2.49 1.75 2.59
P 0.87 -0.17 -0.61
C 0.65 1.04 -1.98
C 0.25 0.69 -3.27
C -0.04 1.66 -4.21
C 0.05 3.00 -3.88
C 0.42 3.38 -2.59
C 0.71 2.40 -1.66
C -0.21 4.07 -4.90
F -0.93 3.62 -5.94
F 0.93 4.58 -5.41
F -0.88 5.11 -4.37
C 1.90 -1.51 -1.33
C 3.15 -1.83 -0.79
C 3.87 -2.91 -1.25
C 3.35 -3.70 -2.27
C 2.11 -3.42 -2.80
C 1.38 -2.34 -2.33
C 4.16 -4.87 -2.75
F 3.60 -5.50 -3.80
F 4.34 -5.80 -1.79
F 5.40 -4.49 -3.14
H 5.05 2.38 0.46
H 3.58 1.10 -1.06
H 0.72 0.64 2.09
H 2.18 1.94 3.61
H 0.11 -0.35 -3.54
H -0.35 1.37 -5.21
H 0.47 4.42 -2.32
H 0.97 2.71 -0.65
H 3.56 -1.24 0.01
H 4.84 -3.14 -0.82
H 1.68 -4.05 -3.57
H 0.38 -2.19 -2.71
```

Values from the calculation:
**Spin multiplicity**: 1
**Electronic energy**: -106508.9981 eV
**Charge**: -1
**ΔE to the lowest compared entry with this formula, charge and spin**: 6.3 kJ/mol
**Frontier orbital gap**: 7.121 eV